## 1
Entry from the Open Molecules 2025 dataset: C4H8N4O in the gas phase (ωB97M-V/def2-TZVPD).

molar mass	128.1	g/mol

Last column: Mulliken charge in e.
Cartesian coordinates (Å):
C 2.1192 -1.4077 -0.6492  -0.53
C 1.7114 0.3485 0.8372  -0.48
C -0.5567 0.7334 -0.0303  0.61
C -2.1708 -0.8849 0.2053  0.37
H 1.2183 -1.3214 -1.3022  0.22
H 1.8517 -2.0861 0.2176  0.25
H 2.9136 -1.9617 -1.2844  0.24
H 1.2375 -0.4629 1.3803  0.40
H 2.1196 1.0712 1.5033  0.33
H 0.9949 1.9826 -0.3875  0.23
H -2.4344 1.4611 -0.3635  0.31
H -0.8499 2.4515 -1.1286  0.25
N 0.6595 1.2261 0.2145  -0.28
N -1.3422 1.4909 -0.6908  -0.50
N -0.9342 -0.3756 0.4864  -0.54
N -3.2445 -1.2438 0.0308  -0.52
O 2.5450 -0.1942 -0.1374  -0.38

***

## 2
Entry from the Open Molecules 2025 dataset: a molecular structure, C4H8N4O (ωB97M-V/def2-TZVPD).

molar mass	128.1	g/mol

Last column: Mulliken charge in e.
Cartesian coordinates (Å):
C -1.1641 -0.6919 0.0277  -0.05
C 1.0881 -0.6917 -0.2270  -0.23
C 0.7011 0.6240 -0.1948  0.60
C -0.7726 0.6074 -0.0521  0.17
H -2.5620 -1.7583 -0.7063  0.30
H -2.1416 -1.8710 0.9359  0.38
H 2.8821 -1.1104 0.7821  0.27
H 2.6188 -2.1337 -0.6726  0.33
H 2.5077 1.2121 0.2007  0.25
H 1.2993 2.7190 0.0598  0.28
H -1.8468 2.0456 0.9368  0.33
H -2.7748 1.5650 -1.0256  0.31
N -2.4399 -1.2455 0.1051  -0.58
N 2.5910 -1.0629 -0.2108  -0.64
N 1.6198 1.5934 0.2574  -0.56
N -1.5591 1.7372 -0.2723  -0.68
O -0.0471 -1.5383 0.0562  -0.48

***

## 3
Entry from the Open Molecules 2025 dataset: C4H8N4O in the gas phase (ωB97M-V/def2-TZVPD).

molar mass	128.1	g/mol

Last column: Mulliken charge in e.
Cartesian coordinates (Å):
C 1.2679 -0.8087 0.1302  0.58
C -0.1349 -0.8027 0.2680  0.05
C -0.9433 0.3100 -0.0545  0.23
N -0.7667 -2.0866 0.2516  -0.63
N -2.2108 0.0292 -0.4931  -0.43
N -0.7643 1.5530 0.4329  -0.39
C 1.9700 0.5144 -0.3655  -0.16
N 1.8238 1.6971 0.0607  -0.56
O 1.9562 -1.8297 0.0397  -0.70
H -0.0452 -2.7929 0.1209  0.28
H -1.2834 -2.2644 1.1071  0.21
H -2.3664 -0.9218 -0.7903  0.25
H -2.8550 0.7809 -0.6747  0.17
H 0.2022 1.8171 0.6679  0.32
H -1.4065 2.2842 0.1773  0.17
H 2.6192 2.3147 -0.0917  0.24
H 2.9371 0.2062 -0.7865  0.35

***

Which structure is the least stable? The one labeled 2.

***

## 1
Entry from the Open Molecules 2025 dataset: 2 unconnected molecules or ions with the total composition C4H5NO3 (ωB97M-V/def2-TZVPD).

molar mass	115.1	g/mol

Last column: Mulliken charge in e.
Cartesian coordinates (Å):
C -1.1944 0.0073 0.0987  0.10
C -0.9932 1.3203 0.1013  -0.41
C 0.5029 1.4931 -0.0619  -0.73
C 0.9971 0.1829 -0.1284  0.49
H -2.2858 -1.4676 0.7237  0.40
H -1.8701 1.8915 0.0129  0.42
H 1.0864 2.4233 0.2242  0.28
H 2.8823 0.2615 -0.3690  0.37
H 1.0237 -2.3091 -0.4520  0.39
N -0.0132 -0.7469 0.0076  0.24
O -2.4384 -0.5399 -0.2557  -0.55
O 2.2533 -0.4150 0.0156  -0.55
O 0.0495 -2.1014 0.0829  -0.46

***

## 2
Entry from the Open Molecules 2025 dataset: C4H5NO3 in the gas phase (ωB97M-V/def2-TZVPD).

molar mass	115.1	g/mol

Last column: Mulliken charge in e.
Cartesian coordinates (Å):
C -1.1111 2.5619 -1.2530  -0.28
C -0.1653 -0.6709 -0.3673  0.32
C 0.6110 -0.1904 0.7994  0.43
C 0.1915 -1.1228 1.8904  -0.44
H -1.9810 2.2193 -1.9778  0.30
H -0.4557 3.4826 -0.8240  0.29
H 0.4313 0.9975 1.1297  0.31
H 0.0262 -0.7700 2.9887  0.25
H 0.0168 -2.2676 1.6074  0.25
N -0.2941 1.6719 -0.6770  -0.25
O -0.7718 0.3076 -1.1363  -0.25
O -0.0994 -1.7644 -0.7702  -0.48
O 1.7292 -0.8971 1.3313  -0.43

***

Which structure is the least stable? The one labeled 2.

***

## 1
Entry from the Open Molecules 2025 dataset: C4H5NO3 in the gas phase (ωB97M-V/def2-TZVPD).

molar mass	115.1	g/mol

Last column: Mulliken charge in e.
Cartesian coordinates (Å):
C -2.0719 0.3299 -0.1291  0.07
C -0.6469 -0.0483 0.5574  0.10
C 0.4981 0.8628 -0.0098  -0.55
C 1.6222 -0.1254 -0.1677  0.25
H -2.2108 1.4760 -0.1777  0.27
H -0.7019 0.1047 1.5736  0.33
H 0.6312 1.8128 0.5103  0.42
H 0.4460 1.2140 -1.0401  0.26
H 1.4677 -2.2564 -0.4162  0.27
N 1.1410 -1.4026 0.0294  -0.11
O -2.7037 -0.6232 -0.5059  -0.43
O 2.8088 0.0599 -0.3301  -0.60
O -0.2799 -1.4043 0.1058  -0.28

***

## 2
Entry from the Open Molecules 2025 dataset: 2 unconnected molecules or ions with the total composition C4H5NO3 (ωB97M-V/def2-TZVPD).

molar mass	115.1	g/mol

Last column: Mulliken charge in e.
Cartesian coordinates (Å):
C -0.2541 -1.0561 1.3181  -0.60
C 1.7511 0.4137 -0.9570  0.51
C 0.5637 1.2646 -0.8996  -0.68
C -0.5934 0.4705 -0.6282  0.59
H 0.6590 -0.5847 1.9512  0.28
H -0.4661 -2.2450 1.4508  0.24
H -1.3823 -0.1143 1.7217  0.20
H 0.3074 2.3341 -1.0956  0.31
H -2.5015 -0.1482 -0.3408  0.42
N -0.2252 -0.7977 -0.1031  0.02
O 1.1634 -0.8169 -0.4967  -0.30
O 2.8938 0.5657 -1.0949  -0.49
O -1.9158 0.7142 -0.8259  -0.51

***

## 3
Entry from the Open Molecules 2025 dataset: a molecular structure, C4H5NO3 (ωB97M-V/def2-TZVPD).

molar mass	115.1	g/mol

Last column: Mulliken charge in e.
Cartesian coordinates (Å):
C 1.0751 0.9234 -0.9229  -0.11
C 0.3810 0.0603 0.7289  1.03
C -0.3774 0.5239 -0.5627  -0.85
C 0.0357 -1.3697 1.2199  0.45
N 1.6995 0.5729 0.1351  -0.65
O 0.1075 1.0057 1.7848  -0.60
O -0.1261 -1.5512 2.4064  -0.55
O -0.0845 -2.2130 0.1385  -0.42
H 1.4846 1.4674 -1.8477  0.32
H -1.1440 1.2653 -0.3347  0.27
H -0.9604 -0.0940 -1.1131  0.36
H -0.0593 0.5146 2.6022  0.36
H -0.1079 -3.0852 0.5246  0.38

***

## 4
Entry from the Open Molecules 2025 dataset: C4H5NO3 in the gas phase (ωB97M-V/def2-TZVPD).

molar mass	115.1	g/mol

Last column: Mulliken charge in e.
Cartesian coordinates (Å):
C 0.9069 1.2475 0.4477  -0.10
C -0.4335 0.4194 0.4000  -0.25
C -1.3313 -1.5838 0.0872  -0.01
C 0.8448 -0.1266 0.1245  0.28
H 0.3779 1.7743 -1.4371  0.33
H 1.6790 1.6265 1.1613  0.34
H -1.1894 0.9561 -0.3837  0.20
H -2.2525 -2.1963 -0.0205  0.37
H 1.2519 -0.6410 1.1261  0.20
N -0.5096 -1.7787 -0.9938  -0.23
O 0.9844 1.9724 -0.7535  -0.49
O -1.1983 -0.6153 1.1754  -0.32
O 0.8698 -1.0545 -0.9336  -0.31

***

Which structure is the least stable? The one labeled 4.

***

## 1
Entry from the Open Molecules 2025 dataset: 2 unconnected molecules or ions with the total composition C4H5NO3 (ωB97M-V/def2-TZVPD).

molar mass	115.1	g/mol

Last column: Mulliken charge in e.
Cartesian coordinates (Å):
C 0.9935 -1.3063 -0.3838  0.22
C 0.3677 0.0524 -0.6163  -0.13
C -1.1882 1.5382 -0.3253  -0.02
C -0.2806 -0.7248 0.4210  -0.12
H 2.7698 0.1603 -0.3073  0.35
H 0.4751 -2.2381 -0.7743  0.31
H 1.0394 0.7744 -0.1665  0.10
H -1.5283 2.7013 -0.5698  0.30
H -1.0983 -1.3131 0.1808  0.34
N -1.2410 1.2374 0.9070  -0.20
O 2.2436 -1.4860 0.0437  -0.54
O -0.5209 0.7310 -1.4244  -0.39
O -0.7633 -0.0081 1.4699  -0.23

***

## 2
Entry from the Open Molecules 2025 dataset: 2 unconnected molecules or ions with the total composition C4H5NO3 (ωB97M-V/def2-TZVPD).

molar mass	115.1	g/mol

Last column: Mulliken charge in e.
Cartesian coordinates (Å):
C -0.3441 -0.1860 1.9011  0.83
C 1.5288 -3.0567 1.7678  0.51
C 0.0674 0.2125 0.7270  0.02
C -0.9136 0.7378 -0.3127  -1.25
N 1.0093 -2.7205 0.7537  -0.35
O -0.8745 -0.4818 2.8986  -0.38
O 1.8599 -3.4659 2.7841  -0.41
O 1.3835 0.2015 0.3002  -0.53
H -1.9055 0.1273 -0.4578  0.30
H -0.5159 0.7825 -1.2891  0.35
H -1.0002 1.7693 -0.0157  0.33
H 0.9916 -2.1556 0.0415  0.28
H 2.1062 0.4093 0.8263  0.31

***

Which structure is the least stable? The one labeled 1.

***

## 1
Entry from the Open Molecules 2025 dataset: 2 unconnected molecules or ions with the total composition C5H9N2O (ωB97M-V/def2-TZVPD).

molar mass	113.1	g/mol
charge	+1

Last column: Mulliken charge in e.
Cartesian coordinates (Å):
C -0.3983 -0.2221 0.0990  0.69
C 1.1030 -1.6488 -0.0379  -0.47
C 1.7458 -0.1588 -0.0737  -0.62
C -3.2310 -0.4898 -0.0345  0.00
C 0.6586 2.1060 0.1322  -0.82
N -0.4410 -1.4466 0.0269  -0.37
N 0.5384 0.6877 0.0420  0.09
O -2.5660 0.4961 -0.1159  -0.39
H 1.4251 -2.1418 -0.8582  0.34
H 1.5506 -2.2246 0.9118  0.29
H 2.5050 -0.1607 0.6541  0.38
H 2.3911 -0.1066 -0.9092  0.36
H -3.1016 -1.4747 0.5481  0.26
H -4.3238 -0.4447 -0.5211  0.27
H 1.1143 2.2856 1.0630  0.35
H 1.3406 2.5425 -0.6962  0.30
H -0.3108 2.4012 -0.2303  0.35

***

## 2
Entry from the Open Molecules 2025 dataset: 2 unconnected molecules or ions with the total composition C5H9N2O (ωB97M-V/def2-TZVPD).

molar mass	113.1	g/mol
charge	+1

Last column: Mulliken charge in e.
Cartesian coordinates (Å):
C -0.0617 1.7601 -0.2118  0.03
C -1.6096 0.2225 0.1969  -0.18
C -0.3300 -0.4537 0.3401  0.50
C -0.1735 -1.7887 -0.4754  -1.31
C 1.9459 0.2767 0.3369  -0.81
N 0.5889 0.6164 0.0576  0.08
N -1.4121 1.5091 -0.1808  0.05
O -3.4119 -0.5283 0.2421  -0.45
H 0.2962 2.6395 -0.7106  0.39
H -0.2740 -0.6898 1.3695  0.29
H -0.0232 -1.4414 -1.4658  0.44
H -1.0368 -2.4479 -0.3169  0.36
H 0.6751 -2.5727 -0.1665  0.35
H 2.5732 1.0630 0.0586  0.39
H 1.9793 0.1840 1.4435  0.36
H 2.2703 -0.6598 -0.1940  0.27
H -1.9962 2.3111 -0.3234  0.24

***

## 3
Entry from the Open Molecules 2025 dataset: a gas-phase ion, C5H9N2O (charge +1) (ωB97M-V/def2-TZVPD).

molar mass	113.1	g/mol
charge	+1

Last column: Mulliken charge in e.
Cartesian coordinates (Å):
C -1.6584 0.1923 -0.0006  0.53
C 1.8550 0.2324 -0.8432  -0.72
C 2.0038 0.1223 0.6861  -0.80
C -0.0605 -1.4695 0.1196  -0.25
C 0.6834 -0.1193 0.0245  0.85
N -0.4883 0.8391 0.0748  -0.20
N -2.8746 0.6645 -0.1184  -0.32
O -1.4502 -1.1618 -0.0497  -0.37
H 1.8799 1.3043 -1.2310  0.22
H 2.2758 -0.3884 -1.5450  0.29
H 2.5926 -0.6783 1.1793  0.26
H 2.3386 1.0813 1.2528  0.24
H 0.0656 -2.2094 -0.7104  0.27
H -0.1679 -1.9881 1.1315  0.27
H -0.4554 1.8395 0.1618  0.22
H -2.9425 1.6216 0.2773  0.25
H -3.5969 0.1176 -0.4093  0.25

***

## 4
Entry from the Open Molecules 2025 dataset: a gas-phase ion, C5H9N2O (charge +1) (ωB97M-V/def2-TZVPD).

molar mass	113.1	g/mol
charge	+1

Last column: Mulliken charge in e.
Cartesian coordinates (Å):
C 1.2574 -0.6137 0.9539  -0.74
C -0.0972 -0.4680 1.1793  0.69
C 0.6195 0.4276 -0.9610  0.46
C -1.1182 -0.8442 2.2534  -0.99
C 0.5421 1.0122 -2.3072  -1.23
N -0.6267 0.2436 0.1384  0.19
N 1.5923 -0.0801 -0.3269  0.05
O -1.9033 0.6010 -0.0673  -0.40
H 1.9698 -1.3318 1.3540  0.35
H -1.7073 -1.6458 1.8035  0.29
H -0.7034 -1.1100 3.2328  0.34
H -1.6189 0.1754 2.3809  0.31
H 0.7539 0.3966 -3.1395  0.37
H -0.3936 1.5302 -2.5353  0.33
H 1.2242 1.8759 -2.4872  0.35
H 2.5124 -0.2164 -0.7289  0.25
H -2.3029 0.0475 -0.7428  0.37

***

Which structure is the least stable? The one labeled 2.

***

## 1
Entry from the Open Molecules 2025 dataset: a gas-phase ion, C5H9N2O (charge +1) (ωB97M-V/def2-TZVPD).

molar mass	113.1	g/mol
charge	+1

Last column: Mulliken charge in e.
Cartesian coordinates (Å):
C 1.8675 -0.8850 -0.1412  -0.24
C 0.6330 -1.3104 -0.3328  -0.40
C 0.0495 1.3789 -0.2293  -0.21
C 2.1940 0.4872 0.3988  -0.55
C -0.8019 0.1697 0.1684  0.26
N 1.3069 1.5092 -0.1376  -0.43
N -2.1228 -0.1987 -0.5589  -0.28
O -1.1705 0.1886 1.4916  -0.56
H 2.6802 -1.4837 -0.4092  0.47
H 0.1876 -2.1520 -0.8355  0.37
H -0.4359 2.1830 -0.7016  0.43
H 2.4465 0.2890 1.4047  0.28
H 3.2302 0.6408 0.0147  0.35
H -2.3742 -0.9989 -0.0365  0.36
H -1.9941 -0.4833 -1.4556  0.31
H -2.8290 0.6215 -0.2021  0.45
H -0.5192 0.3602 2.2096  0.39

***

## 2
Entry from the Open Molecules 2025 dataset: 2 unconnected molecules or ions with the total composition C5H9N2O (ωB97M-V/def2-TZVPD).

molar mass	113.1	g/mol
charge	+1

Last column: Mulliken charge in e.
Cartesian coordinates (Å):
C 0.6356 -2.2541 -0.2430  0.56
C -0.5141 2.4074 0.2635  -0.51
C 0.2210 1.4077 -0.6040  -0.53
C 0.3477 1.4215 0.9400  -0.49
C -0.1833 0.2485 0.2051  0.28
N 1.8615 -2.5197 -0.3198  -0.26
N -1.5898 -0.3552 0.0222  -0.22
O -0.4554 -2.7263 -0.1494  -0.51
H -0.2300 3.5364 0.1306  0.25
H -1.5532 2.3928 0.1803  0.18
H 0.9864 1.5997 -1.3209  0.29
H 1.2007 1.4029 1.5658  0.34
H 2.5354 -1.8547 -0.7087  0.29
H 2.4131 -3.2672 0.0002  0.25
H -2.1815 -0.1907 0.8591  0.36
H -1.5466 -1.3933 -0.0524  0.37
H -1.9475 0.1443 -0.7687  0.35

***

Which structure is the least stable? The one labeled 2.